Record 1
This record from OMol25 describes an isolated molecule of C5H6O2S2 at a distorted geometry. The level of theory is the ωB97M-V functional and the def2-TZVPD basis.

Element x y z (Å)
C  -0.06272  2.08910  -0.58853
C  -0.15846  0.58317  -0.63742
O  -1.21742  -0.03950  -0.62409
C  1.11674  -0.17446  -0.24269
C  1.03962  -1.63649  -0.16544
C  0.62016  -2.28558  1.16503
O  1.26113  -2.21762  -1.18730
S  2.61423  0.48369  -0.94094
S  2.40747  0.68399  1.04320
H  -0.68201  2.39802  0.29360
H  -0.59397  2.53480  -1.46610
H  1.02292  2.48203  -0.52148
H  0.65675  -1.48150  1.96970
H  1.45835  -2.91104  1.58149
H  -0.26753  -2.90944  1.01479

Force components x, y, z for each atom (eV/Å):
C 0.218 1.113 -0.471
C -1.017 -0.526 2.585
O 1.680 0.853 -0.791
C 1.706 2.769 0.453
C -0.414 -1.358 1.009
C 1.894 0.807 0.864
O -0.019 -0.882 -0.335
S 0.487 -0.407 -1.699
S -2.022 -0.741 0.151
H 0.738 -0.232 -0.605
H 0.578 -0.365 0.557
H -2.065 -0.650 -0.091
H -1.181 -0.941 -1.031
H -0.669 0.093 -0.990
H 0.084 0.467 0.393

Calculated total energy in a.u.: -1140.91759
Spin multiplicity: 1
Highest occupied orbital energy in eV: -8.8
LUMO level in Ha: -0.0237
Energy above the lowest of the compared OMol25 structures with the same formula, charge and spin in kcal per mole: 0.0
Largest force on an atom in eV Å⁻¹: 3.28
Frontier orbital gap in eV: 8.13

Mulliken population analysis, charges in e, atoms 1 to 4: C -0.960; C 0.788; O -0.547; C 0.227


Record 2
This record from OMol25 describes a cluster of 10 separate species, C40H106N8O16 in total at a distorted geometry. The level of theory is the ωB97M-V functional and the def2-TZVPD basis.

Element x y z (Å)
C  -0.09353  -6.36102  -0.29537
O  0.87749  -6.16599  -1.36734
C  1.34587  -7.44274  -1.75066
C  2.32613  -7.25200  -2.91046
N  3.66825  -6.89489  -2.39295
C  4.45595  -6.43627  -3.51646
C  5.06441  -7.54833  -4.41722
O  4.10738  -7.99494  -5.38016
C  4.70081  -8.94072  -6.22704
H  -0.71027  -5.48392  -0.09932
H  0.44542  -6.53897  0.63519
H  -0.89703  -7.06492  -0.51220
H  0.47283  -8.02599  -2.04346
H  1.78487  -7.94415  -0.88813
H  2.00244  -6.49180  -3.62139
H  2.42856  -8.21839  -3.40412
H  3.64396  -6.20189  -1.65860
H  5.26181  -5.99045  -2.93343
H  3.93432  -5.59733  -3.97709
H  5.51832  -8.34956  -3.83403
H  5.86974  -7.13552  -5.02478
H  5.47951  -8.57194  -6.89466
H  3.82173  -9.22823  -6.80379
H  4.96031  -9.78625  -5.58998
C  0.31027  2.94762  2.84533
O  0.91953  2.41280  1.63474
C  1.20581  1.03548  1.81838
C  1.70527  0.36722  0.50055
N  3.06476  0.79005  0.16283
C  4.09771  0.06525  1.03819
C  5.44163  0.77153  0.96555
O  5.35197  2.15449  1.34438
C  6.51507  2.92522  1.25913
H  -0.64809  2.51282  3.12923
H  0.27210  4.03452  2.77248
H  0.96285  2.79064  3.70416
H  0.32789  0.47752  2.14401
H  1.91730  0.91063  2.63464
H  0.97150  0.60187  -0.27057
H  1.70543  -0.71256  0.64947
H  3.20487  0.51876  -0.79991
H  4.17275  -1.01185  0.88872
H  3.82547  0.15561  2.08977
H  5.85070  0.64932  -0.03736
H  6.15762  0.22654  1.58073
H  7.07404  2.76989  0.33635
H  7.16361  2.64714  2.08989
H  6.13793  3.94779  1.27367
C  -1.63884  0.01244  4.77574
O  -2.52553  1.05383  5.23419
C  -3.32038  1.63462  4.25976
C  -4.26881  0.63146  3.67154
N  -5.22733  0.26579  4.73552
C  -6.24503  -0.68383  4.34759
C  -5.66695  -2.14034  3.97312
O  -4.90320  -2.66095  5.05226
C  -4.30566  -3.90953  4.79206
H  -2.10696  -0.96614  4.88229
H  -0.79036  -0.02347  5.45903
H  -1.23752  0.18506  3.77712
H  -2.74629  2.07011  3.44192
H  -3.86658  2.44170  4.74801
H  -3.73476  -0.15465  3.13776
H  -4.81236  1.07464  2.83713
H  -4.77080  -0.06562  5.57329
H  -6.88269  -0.25856  3.57259
H  -6.85695  -0.85532  5.23316
H  -5.13709  -2.11836  3.02082
H  -6.51772  -2.78602  3.75543
H  -3.61820  -3.91491  3.94620
H  -5.14299  -4.60474  4.73162
H  -3.63801  -4.14071  5.62206
C  0.15959  6.60608  1.48930
O  0.79624  7.82480  1.36214
C  1.19956  8.10043  0.04383
C  1.72815  9.55580  0.02245
N  2.96172  9.79185  0.74919
C  3.16112  11.18153  0.99356
C  3.84768  11.83749  -0.23464
O  5.20585  11.48505  -0.38457
C  5.79212  11.95211  -1.61949
H  -0.04632  6.30659  2.51692
H  0.58553  5.74396  0.97604
H  -0.80997  6.71161  1.00257
H  0.39825  8.05524  -0.69371
H  1.97062  7.46446  -0.39101
H  0.95261  10.12924  0.53020
H  1.76823  9.91872  -1.00457
H  3.71415  9.47694  0.15355
H  3.81281  11.18018  1.86729
H  2.26661  11.75235  1.24281
H  3.82589  12.92104  -0.11831
H  3.30705  11.60798  -1.15287
H  5.47268  12.96749  -1.85411
H  5.66804  11.34279  -2.51472
H  6.87393  12.01874  -1.50394
C  5.03919  -5.59249  0.01772
O  3.84988  -4.91586  -0.35834
C  3.86049  -3.55566  -0.75735
C  2.48166  -3.07317  -1.19471
N  2.16913  -3.48034  -2.58432
C  0.79857  -3.16938  -2.88715
C  0.46539  -3.49793  -4.39640
O  0.49463  -4.94119  -4.56733
C  1.04352  -5.33177  -5.86444
H  4.75194  -6.58912  0.35285
H  5.58740  -5.05975  0.79473
H  5.77044  -5.70985  -0.78204
H  4.60689  -3.36443  -1.52834
H  4.15989  -3.01662  0.14148
H  2.45644  -1.98920  -1.08308
H  1.67169  -3.40207  -0.54366
H  2.25503  -4.46718  -2.78148
H  0.55697  -2.15779  -2.56095
H  0.23618  -3.76953  -2.17186
H  1.25583  -2.99919  -4.95727
H  -0.47880  -3.07425  -4.73858
H  0.39268  -5.16222  -6.72221
H  1.04381  -6.41922  -5.78982
H  2.10944  -5.11298  -5.92799
C  -2.26241  3.78407  0.56802
O  -2.42972  2.37119  0.91835
C  -2.57188  1.49256  -0.25866
C  -2.78743  0.01972  0.23921
N  -1.52190  -0.57073  0.69996
C  -1.74688  -1.90966  1.30631
C  -0.48473  -2.54759  1.80266
O  0.04659  -1.85130  2.94586
C  1.25380  -2.45217  3.36691
H  -1.99472  4.25881  1.51197
H  -3.19531  4.23662  0.23187
H  -1.41519  4.02737  -0.07317
H  -1.72348  1.53537  -0.94165
H  -3.35167  1.80793  -0.95189
H  -3.13936  -0.64213  -0.55212
H  -3.48866  0.08786  1.07091
H  -1.06566  0.16215  1.22421
H  -2.26895  -2.53577  0.58276
H  -2.36157  -1.88195  2.20603
H  0.24687  -2.60402  0.99663
H  -0.81174  -3.54773  2.08707
H  0.99439  -3.46663  3.66969
H  1.58707  -1.86560  4.22305
H  1.99457  -2.38655  2.57001
C  -5.99615  -0.83131  -2.62858
O  -5.45623  -0.35517  -1.68587
N  -7.22116  -0.75184  -2.90501
N  -5.46121  -1.51100  -3.54703
H  -7.75632  -0.15925  -2.28651
H  -7.43882  -0.98620  -3.86303
H  -4.45497  -1.48373  -3.62973
H  -5.96806  -1.95103  -4.30173
C  -5.93799  5.37208  2.12478
O  -6.96205  5.15474  1.17332
H  -6.34111  5.36547  3.13748
H  -5.19903  4.57084  2.11806
H  -5.50515  6.34768  1.90354
H  -7.56071  5.89895  1.27004
C  -1.77363  -0.67308  -3.56256
O  -2.81681  -1.37651  -4.25033
H  -0.90205  -0.55204  -4.20584
H  -2.03523  0.35851  -3.32699
H  -1.45749  -1.25974  -2.70001
H  -2.84042  -1.16795  -5.18711
C  -6.31264  1.95284  0.66010
O  -6.48058  0.59683  0.45948
H  -5.27414  2.28288  0.63344
H  -6.89075  2.52035  -0.06916
H  -6.76163  2.29692  1.59182
H  -6.10374  0.32880  -0.38180

Force components x, y, z for each atom (eV/Å):
C 0.486 1.117 -0.407
O -1.778 0.088 1.527
C -0.086 0.488 -0.937
C 0.594 -0.710 1.804
N -1.237 -1.519 -1.074
C 1.384 -0.271 1.646
C -0.885 1.693 -0.563
O 0.572 0.704 1.027
C -1.940 -0.567 0.107
H 0.537 0.751 -0.402
H -0.100 -0.570 0.057
H 0.565 -0.809 -0.214
H -0.024 -0.285 -0.312
H 0.430 -0.143 -0.004
H -0.529 -0.120 -0.005
H -0.073 0.103 -0.306
H -0.456 0.163 -0.284
H 0.834 0.290 -0.775
H 0.130 -0.144 -1.068
H -0.421 -0.265 0.287
H 0.398 0.409 0.198
H 0.277 0.102 0.278
H 0.409 -0.464 -0.568
H 0.689 -0.297 -0.412
C 1.364 0.028 -0.454
O -1.019 0.108 1.205
C 0.190 -0.336 -0.812
C 0.217 0.773 1.449
N 0.655 -1.075 0.995
C -0.889 2.022 -0.110
C 0.477 0.331 -0.423
O -1.199 -1.680 -0.424
C -0.124 -0.385 -0.022
H -0.232 -0.082 -0.550
H -0.341 -0.143 -0.419
H 0.317 -0.318 0.085
H -0.151 0.123 0.127
H 0.356 0.039 0.034
H 0.244 0.091 -0.216
H -0.455 -0.371 0.180
H 0.413 0.045 -0.182
H 0.161 -0.085 -0.529
H -0.570 0.195 -0.027
H 0.034 0.429 -0.451
H 0.103 0.000 0.509
H -0.029 -0.083 -0.280
H 0.292 0.505 0.180
H 0.519 0.072 0.308
C 0.099 0.243 0.627
O 0.726 -0.609 0.534
C 0.464 0.413 -0.285
C -1.475 1.936 0.376
N 1.543 -3.212 -2.987
C -0.741 -0.439 0.894
C 0.143 0.248 0.194
O -0.142 1.988 -0.471
C 0.033 -0.266 0.393
H -0.220 -0.080 -0.423
H -0.028 0.275 0.023
H -0.281 0.003 -0.090
H 0.154 0.029 -0.179
H -0.059 0.027 -0.036
H -0.017 -0.976 0.754
H -0.479 0.143 0.013
H 0.379 0.701 0.962
H 0.299 -0.284 -0.380
H -0.123 -0.014 0.020
H 0.558 0.364 0.037
H -0.492 0.142 0.294
H -0.452 0.114 -0.577
H 0.490 -0.627 -0.306
H -0.459 -0.026 0.306
C -1.529 -0.713 -0.538
O 1.035 -0.097 -0.041
C 0.881 1.682 -0.420
C -0.899 -0.568 0.434
N -1.275 -1.455 -0.453
C 1.989 0.563 -0.570
C -0.186 1.084 0.508
O 0.659 -0.601 -0.832
C 0.303 0.379 0.694
H 0.383 0.481 0.177
H 0.837 0.056 -0.034
H -0.612 -0.146 -0.034
H -0.654 -0.072 0.187
H 0.278 -0.636 0.594
H -0.099 0.148 -0.041
H -0.069 -0.066 -0.381
H 0.407 -0.178 0.202
H 0.256 0.814 -0.008
H -0.178 -0.338 -0.098
H -0.238 0.358 -0.002
H -0.287 -0.195 -0.093
H -0.299 0.099 0.057
H -0.693 -0.453 0.212
H -0.021 -0.141 0.466
C 0.312 0.645 0.096
O -0.681 -0.693 -0.259
C 0.242 -0.117 1.007
C 0.268 -1.159 -1.019
N 0.821 1.326 -0.030
C -0.803 -0.681 -0.456
C 0.572 -0.276 1.580
O 0.468 1.522 -1.250
C -0.460 -1.626 1.713
H -0.037 0.195 0.045
H -0.185 0.091 0.397
H -0.168 0.030 -0.470
H -0.003 -0.015 -0.270
H 0.110 0.498 0.042
H 0.188 0.218 -0.524
H 0.094 -0.517 0.561
H 0.365 -0.286 0.673
H 0.223 0.410 -0.642
H -0.987 -0.434 -0.320
H 0.201 -0.232 -0.271
H -0.287 -0.155 0.205
H 0.212 0.908 0.024
H -0.006 -0.206 0.003
H -0.173 0.770 -0.413
C 0.077 -0.753 1.278
O 0.056 0.079 -2.006
C -0.025 -0.580 0.564
C 1.145 1.003 -0.348
N -0.936 -0.379 -0.592
C 0.740 2.016 0.293
C -0.025 0.028 0.111
O -0.831 -0.028 -1.163
C -0.590 0.458 0.284
H -0.177 0.025 0.136
H -0.029 -0.197 -0.330
H -0.112 -0.569 -0.452
H 0.793 0.036 0.523
H -0.787 0.119 0.573
H -0.581 0.407 -0.022
H -0.609 -0.179 -0.078
H 0.261 -0.669 0.638
H 0.212 -0.030 -0.135
H -0.724 0.283 0.284
H 0.254 -0.056 0.050
H 0.479 -0.452 0.208
H 0.647 -0.282 0.003
H 0.152 -0.189 0.020
H 0.200 -0.356 -0.001
C 0.402 -0.143 -0.005
O 2.654 1.782 3.479
N -7.313 1.618 0.158
N 5.258 -3.657 -4.207
H -0.636 -0.174 -0.602
H -1.091 0.613 0.690
H 0.204 -0.358 -0.159
H 0.257 0.148 0.388
C -0.220 0.339 0.244
O -0.050 -0.481 -0.049
H -0.080 0.205 0.202
H 0.013 0.065 -0.539
H 0.560 -0.104 0.336
H -0.184 -0.048 -0.182
C 0.459 0.155 -0.878
O 0.363 -0.041 0.397
H 0.166 -0.322 -0.108
H -0.471 -0.120 0.442
H -0.356 0.199 0.046
H 0.261 0.219 0.004
C -0.575 1.124 -0.340
O -0.521 -0.669 1.706
H 0.273 0.044 -0.023
H 0.217 0.290 -0.322
H 0.085 -0.362 0.394
H 0.429 -0.313 -0.789

<S²>: 0.755
Calculated total energy in a.u.: -3228.79491
Spin multiplicity: 2
Highest occupied orbital energy (alpha / beta) in eV: -9.6 / -9.6
LUMO level (alpha / beta) in Ha: -0.0626 / -0.2579
Charge: +1
Largest force on an atom in eV Å⁻¹: 7.66
Frontier orbital gap (alpha / beta) in eV: 7.93 / 2.61

Mulliken population analysis, charges in e, atoms 1 to 4: C -0.811; O 0.122; C -1.267; C -0.139


Record 3
This record from OMol25 describes a cluster of 2 separate species, H3N3O4 in total at a distorted geometry. The level of theory is the ωB97M-V functional and the def2-TZVPD basis.

Element x y z (Å)
N  0.81955  -0.47504  1.74570
N  0.14361  -0.02129  -1.47735
N  -0.60640  1.13347  -1.19295
O  -1.42583  1.19129  -0.28907
O  -0.33273  2.05229  -1.94930
O  -1.49373  -1.47184  -1.22863
O  -0.29088  -1.20464  -1.38965
H  0.70560  0.48043  2.05048
H  0.96208  -0.95740  2.61224
H  1.51873  -0.72727  1.11853

Force components x, y, z for each atom (eV/Å):
N -2.075 0.028 1.666
N 3.054 0.301 -0.245
N -3.150 1.777 0.056
O 1.288 -0.808 -0.634
O 0.324 -1.133 0.553
O -1.897 -0.304 0.376
O 0.340 0.175 -0.038
H 0.507 0.289 -0.862
H 0.069 -0.644 0.197
H 1.540 0.318 -1.069

Calculated total energy in a.u.: -466.65723
Spin multiplicity: 1
Highest occupied orbital energy (alpha / beta) in eV: -10.3 / -10.3
LUMO level (alpha / beta) in Ha: -0.0967 / -0.0867
Energy above the lowest of the compared OMol25 structures with the same formula, charge and spin in kcal per mole: 43.2
Largest force on an atom in eV Å⁻¹: 3.62
Frontier orbital gap (alpha / beta) in eV: 7.63 / 7.90

Mulliken population analysis, charges in e, atoms 1 to 4: N -0.604; N -0.175; N 1.048; O -0.441